No. 1
ORCA calculation (the ωB97M-V functional and the def2-TZVPD basis) on the ion C6H10 with charge +1 in a non-equilibrium geometry.

Results
Strongest force on any atom   3.31 eV Å⁻¹
E_LUMO (spin up / spin down)   -4.89 / -8.50 eV
Frontier orbital gap (spin up / spin down)   9.1 / 5.5 eV
ΔE to the lowest compared entry with this formula, charge and spin   158.9 kJ/mol
Electronic energy   -234.2053 a.u.
Total charge   +1
Multiplicity   2

CARTESIAN COORDINATES (ANGSTROEM)
C  -0.246  -0.412  -1.659
C  -0.645  0.216  -2.765
C  -1.071  -0.799  -0.467
C  -0.556  -0.040  0.784
C  0.768  -0.222  1.135
C  1.358  0.695  2.217
H  0.833  -0.467  -1.528
H  -1.719  0.370  -2.942
H  -0.108  0.958  -3.341
H  -0.965  -1.802  0.001
H  -2.144  -0.701  -0.666
H  -1.312  0.528  1.327
H  1.309  -1.050  0.700
H  2.227  1.208  1.787
H  1.628  0.019  3.025
H  0.642  1.498  2.393

---

No. 2
ORCA calculation (the ωB97M-V functional and the def2-TZVPD basis) on the ion C6H10 with charge +1 in a non-equilibrium geometry.

Results
Strongest force on any atom   1.55 eV Å⁻¹
E_LUMO (spin up / spin down)   -5.31 / -7.55 eV
Frontier orbital gap (spin up / spin down)   9.2 / 8.6 eV
ΔE to the lowest compared entry with this formula, charge and spin   5.5 kJ/mol
Electronic energy   -234.2638 a.u.
Total charge   +1
Multiplicity   2

CARTESIAN COORDINATES (ANGSTROEM)
C  -0.958  1.119  -0.828
C  -0.262  1.819  -1.752
C  0.963  -0.227  -0.081
C  -0.361  0.204  0.091
C  -1.214  -0.370  1.148
C  1.508  -1.421  0.579
H  -1.960  1.368  -0.513
H  0.749  1.527  -1.984
H  -0.683  2.606  -2.355
H  1.585  0.128  -0.892
H  -1.071  -0.016  2.158
H  -2.257  -0.162  0.938
H  -1.125  -1.456  1.056
H  1.852  -1.105  1.575
H  0.833  -2.246  0.778
H  2.402  -1.767  0.081

---

No. 3
ORCA calculation (the ωB97M-V functional and the def2-TZVPD basis) on a structure of composition C6H10Br2N in a non-equilibrium geometry.

Results
Strongest force on any atom   4.78 eV Å⁻¹
E_LUMO (spin up / spin down)   -3.12 / -6.70 eV
Frontier orbital gap (spin up / spin down)   8.4 / 7.4 eV
Electronic energy   -5436.9877 a.u.
Total charge   +1
Multiplicity   3

CARTESIAN COORDINATES (ANGSTROEM)
C  1.406  -0.297  -0.922
C  1.515  -0.045  0.552
C  -0.449  0.738  1.819
C  0.694  0.965  -1.586
C  0.255  0.714  0.653
C  -2.648  -1.982  0.155
N  -0.118  1.370  -0.468
Br  -1.604  -2.876  -1.082
Br  -1.983  -1.448  1.746
H  2.353  -0.626  -1.377
H  0.742  -1.137  -0.996
H  1.617  -0.928  1.022
H  2.253  0.592  0.823
H  -0.124  0.379  2.750
H  -1.346  1.432  2.029
H  1.333  1.735  -1.820
H  0.126  0.677  -2.357
H  -0.563  2.255  -0.490
H  -3.457  -1.519  -0.451

---

No. 4
ORCA calculation (the ωB97M-V functional and the def2-TZVPD basis) on the molecule C6H10Br3OP in a non-equilibrium geometry.

Results
Strongest force on any atom   4.73 eV Å⁻¹
E_LUMO (spin up / spin down)   -0.96 / -0.44 eV
Frontier orbital gap (spin up / spin down)   7.6 / 7.8 eV
ΔE to the lowest compared entry with this formula, charge and spin   303.8 kJ/mol
Electronic energy   -8373.1346 a.u.
Multiplicity   1

CARTESIAN COORDINATES (ANGSTROEM)
C  0.054  -0.310  -1.437
C  0.241  0.836  -0.451
C  1.795  -0.211  1.320
C  1.564  0.975  0.456
C  1.508  2.138  1.354
C  -1.673  -2.735  -0.757
O  0.885  -2.897  -1.247
P  0.029  -1.938  -0.606
Br  -1.460  0.579  0.671
Br  3.410  -1.275  0.947
Br  2.923  1.255  -1.059
H  -0.933  -0.015  -1.930
H  0.726  -0.272  -2.223
H  0.061  1.785  -0.859
H  1.185  -0.803  2.056
H  2.356  2.073  2.053
H  0.646  2.159  2.082
H  1.522  2.939  0.777
H  -1.904  -2.791  -1.797
H  -1.490  -3.686  -0.424
H  -2.357  -2.126  -0.194

---

Which value of multiplicity does entry 4 give? 1

---

The lowest strongest force on any atom belongs to which entry? number 2

---

Among the records above, which one has the lowest strongest force on any atom? number 2